1.
Here is 2 unconnected molecules or ions with the total composition C2H2NO4 from the OMol25 dataset. Energies are from wB97M-V/def2-TZVPD.

```
9
Properties=species:S:1:pos:R:3
C -3.39 0.38 -0.04
C 1.37 0.80 -0.14
N -2.33 0.29 0.49
O 1.05 -0.59 -0.31
O -4.49 0.35 -0.43
O 2.57 1.05 -0.15
O 0.39 1.52 0.00
H -1.37 0.62 0.34
H 1.89 -1.04 -0.47
```

Summary:
- Charge: -1
- Energy relative to the best compared isomer or geometry (same formula, charge and spin): 0.0 kJ/mol
- LUMO level: 3.566 eV
- Orbital gap: 0.3103 Ha

And the natural (NBO) charges, in e, turn out to be: atom 1 (C): 0.827, atom 2 (C): 0.958, atom 3 (N): -0.757, atom 4 (O): -0.801, atom 5 (O): -0.589, atom 6 (O): -0.787, atom 7 (O): -0.798, atom 8 (H): 0.483, atom 9 (H): 0.464

***

2.
Here is a molecular structure, C2H2NOS from the OMol25 dataset. Energies are from wB97M-V/def2-TZVPD.

```
7
Properties=species:S:1:pos:R:3
C -0.03 1.13 0.03
C -0.40 -0.92 0.06
N -0.95 0.21 -0.03
O 0.92 -1.02 -0.04
S 1.58 0.45 0.01
H -0.41 2.12 -0.14
H -0.72 -1.96 0.11
```

Summary:
- Charge: +1
- Energy relative to the best compared isomer or geometry (same formula, charge and spin): 51.7 kJ/mol
- LUMO level: -6.804 eV
- Orbital gap: 0.3790 Ha

And the natural (NBO) charges, in e, turn out to be: atom 1 (C): -0.040, atom 2 (C): 0.490, atom 3 (N): -0.408, atom 4 (O): -0.496, atom 5 (S): 0.906, atom 6 (H): 0.287, atom 7 (H): 0.261

***

3.
Here is a single C2H2O2P2 molecule from the OMol25 dataset. Energies are from wB97M-V/def2-TZVPD.

```
8
Properties=species:S:1:pos:R:3
C -1.31 -0.18 0.29
C 1.24 0.32 0.40
O -2.41 -0.58 0.34
O 1.99 0.81 1.20
P -0.40 1.36 0.07
P 0.88 -1.46 0.14
H -0.69 1.23 -1.21
H 0.71 -1.50 -1.22
```

Summary:
- Energy relative to the best compared isomer or geometry (same formula, charge and spin): 264.3 kJ/mol
- LUMO level (alpha / beta): -0.910 / -0.911 eV
- Orbital gap (alpha / beta): 0.2682 / 0.2681 Ha

And the natural (NBO) charges, in e, turn out to be: atom 1 (C): 0.337, atom 2 (C): 0.092, atom 3 (O): -0.455, atom 4 (O): -0.497, atom 5 (P): 0.408, atom 6 (P): 0.150, atom 7 (H): -0.006, atom 8 (H): -0.028

***

4.
Here is a molecular structure, C2H2O2PS from the OMol25 dataset. Energies are from wB97M-V/def2-TZVPD.

```
8
Properties=species:S:1:pos:R:3
C -0.23 -0.18 -0.04
C -1.59 0.07 0.03
O 0.60 -0.42 0.98
O 0.52 -0.20 -1.11
P 2.12 -0.62 -0.13
S 3.06 1.02 0.28
H -2.10 0.46 -0.87
H -2.39 -0.14 0.87
```

Summary:
- Charge: -1
- Energy relative to the best compared isomer or geometry (same formula, charge and spin): 0.0 kJ/mol
- LUMO level: 3.742 eV
- Orbital gap: 0.2697 Ha

And the natural (NBO) charges, in e, turn out to be: atom 1 (C): 0.627, atom 2 (C): -0.756, atom 3 (O): -0.773, atom 4 (O): -0.768, atom 5 (P): 0.946, atom 6 (S): -0.663, atom 7 (H): 0.189, atom 8 (H): 0.197

***

5.
Here is a single C2H2O2S molecule from the OMol25 dataset. Energies are from wB97M-V/def2-TZVPD.

```
7
Properties=species:S:1:pos:R:3
C 0.33 0.38 0.01
C -0.88 -0.29 0.45
H 1.98 -0.05 -0.75
H -0.82 -1.25 0.94
O 1.14 -0.58 -0.39
O 0.52 1.51 0.03
S -2.26 0.29 -0.29
```

Summary:
- SMILES: O=C(O)C=S
- Energy relative to the best compared isomer or geometry (same formula, charge and spin): 69.7 kJ/mol
- LUMO level: -1.228 eV
- Orbital gap: 0.2981 Ha

And the natural (NBO) charges, in e, turn out to be: atom 1 (C): 0.701, atom 2 (C): -0.353, atom 3 (H): 0.500, atom 4 (H): 0.225, atom 5 (O): -0.668, atom 6 (O): -0.539, atom 7 (S): 0.134

***

6.
Here is a single C2H2O2S molecule from the OMol25 dataset. Energies are from wB97M-V/def2-TZVPD.

```
7
Properties=species:S:1:pos:R:3
C -1.67 0.19 -0.06
C -0.24 0.12 0.02
O -4.28 0.38 -0.03
O -1.00 1.36 0.03
S -3.12 -0.52 0.02
H 0.44 -0.12 0.79
H 0.17 -0.15 -1.05
```

Summary:
- Energy relative to the best compared isomer or geometry (same formula, charge and spin): 288.6 kJ/mol
- LUMO level: 0.328 eV
- Orbital gap: 0.3522 Ha

And the natural (NBO) charges, in e, turn out to be: atom 1 (C): -0.070, atom 2 (C): -0.113, atom 3 (O): -0.910, atom 4 (O): -0.405, atom 5 (S): 1.090, atom 6 (H): 0.216, atom 7 (H): 0.193

***

7.
Here is 2 unconnected molecules or ions with the total composition C2H2O2S2 from the OMol25 dataset. Energies are from wB97M-V/def2-TZVPD.

```
8
Properties=species:S:1:pos:R:3
C -0.83 0.87 0.03
C 1.38 -0.24 0.06
O -3.42 0.38 -0.25
O 1.17 -1.48 0.40
S 2.57 0.78 -0.17
S -2.05 -0.26 -0.19
H -0.88 1.90 -0.35
H 2.06 -1.97 0.48
```

Summary:
- Energy relative to the best compared isomer or geometry (same formula, charge and spin): 511.8 kJ/mol
- LUMO level (alpha / beta): -1.269 / -1.265 eV
- Orbital gap (alpha / beta): 0.2786 / 0.2826 Ha

And the natural (NBO) charges, in e, turn out to be: atom 1 (C): -0.581, atom 2 (C): 0.251, atom 3 (O): -0.890, atom 4 (O): -0.652, atom 5 (S): 0.082, atom 6 (S): 1.068, atom 7 (H): 0.210, atom 8 (H): 0.511

***

8.
Here is a single C2H2O2S2 molecule from the OMol25 dataset. Energies are from wB97M-V/def2-TZVPD.

```
8
Properties=species:S:1:pos:R:3
C 0.41 -0.60 -0.25
C 0.07 0.88 -0.19
H 0.03 -2.78 0.36
H -1.12 2.06 0.62
O 1.33 -1.02 -0.91
O -0.98 1.09 0.61
S -0.64 -1.65 0.73
S 0.89 2.02 -0.98
```

Summary:
- SMILES: O=C(S)C(O)=S
- Energy relative to the best compared isomer or geometry (same formula, charge and spin): 33.5 kJ/mol
- LUMO level: -1.104 eV
- Orbital gap: 0.3143 Ha

And the natural (NBO) charges, in e, turn out to be: atom 1 (C): 0.334, atom 2 (C): 0.091, atom 3 (H): 0.155, atom 4 (H): 0.510, atom 5 (O): -0.487, atom 6 (O): -0.643, atom 7 (S): 0.011, atom 8 (S): 0.030

***

9.
Here is a molecular structure, C2H2O2Sc from the OMol25 dataset. Energies are from wB97M-V/def2-TZVPD.

```
7
Properties=species:S:1:pos:R:3
H 1.70 -0.63 -1.59
O 0.09 1.12 -0.74
C 1.27 0.56 -0.90
C 1.42 -0.73 -0.20
O 0.46 -1.24 0.40
H 2.19 1.17 -0.85
Sc -1.24 0.25 0.64
```

Summary:
- Charge: +2
- Energy relative to the best compared isomer or geometry (same formula, charge and spin): 114.8 kJ/mol
- LUMO level (alpha / beta): -12.908 / -12.515 eV
- Spin multiplicity: 2
- Orbital gap (alpha / beta): 0.2407 / 0.2778 Ha

And the natural (NBO) charges, in e, turn out to be: atom 1 (H): 0.296, atom 2 (O): -0.750, atom 3 (C): 0.010, atom 4 (C): 0.532, atom 5 (O): -0.654, atom 6 (H): 0.311, atom 7 (Sc): 2.255

***

10.
Here is a molecular structure, C2H2O2Tl from the OMol25 dataset. Energies are from wB97M-V/def2-TZVPD.

```
7
Properties=species:S:1:pos:R:3
H 1.08 -1.52 -0.32
C 2.09 -1.58 0.18
C 3.16 -1.96 0.62
H 4.01 -2.62 0.74
O 2.95 0.66 -1.36
O 3.42 2.06 -1.13
Tl 4.92 0.86 -1.17
```

Summary:
- Energy relative to the best compared isomer or geometry (same formula, charge and spin): 717.5 kJ/mol
- LUMO level (alpha / beta): -0.120 / -3.591 eV
- Spin multiplicity: 2
- Orbital gap (alpha / beta): 0.3206 / 0.1862 Ha

And the Mulliken charges, in e, turn out to be: atom 1 (H): 0.334, atom 2 (C): -0.069, atom 3 (C): -0.580, atom 4 (H): 0.330, atom 5 (O): -0.331, atom 6 (O): -0.399, atom 7 (Tl): 0.715

***

11.
Here is 2 unconnected molecules or ions with the total composition C2H2O3 from the OMol25 dataset. Energies are from wB97M-V/def2-TZVPD.

```
7
Properties=species:S:1:pos:R:3
C 0.48 0.46 1.26
C -0.58 -0.57 -1.58
O -0.30 0.10 0.41
O 0.45 -1.09 -1.49
O -1.66 -0.22 -1.78
H 1.21 1.11 0.77
H 0.40 0.20 2.40
```

Summary:
- SMILES: O=C=O.C=O
- Energy relative to the best compared isomer or geometry (same formula, charge and spin): 57.5 kJ/mol
- LUMO level: 0.401 eV
- Orbital gap: 0.4080 Ha

And the natural (NBO) charges, in e, turn out to be: atom 1 (C): 0.275, atom 2 (C): 1.047, atom 3 (O): -0.535, atom 4 (O): -0.539, atom 5 (O): -0.526, atom 6 (H): 0.137, atom 7 (H): 0.141

***

12.
Here is 2 unconnected molecules or ions with the total composition C2H2O3 from the OMol25 dataset. Energies are from wB97M-V/def2-TZVPD.

```
7
Properties=species:S:1:pos:R:3
C -2.24 -1.41 -2.17
C -0.34 -1.15 1.27
O -1.14 -1.51 -2.34
O -0.09 -0.08 0.49
O 0.89 -0.67 1.18
H -0.84 -1.11 2.16
H -0.71 -2.02 0.71
```

Summary:
- Energy relative to the best compared isomer or geometry (same formula, charge and spin): 449.1 kJ/mol
- LUMO level: 0.985 eV
- Orbital gap: 0.4095 Ha

And the natural (NBO) charges, in e, turn out to be: atom 1 (C): 0.490, atom 2 (C): 0.198, atom 3 (O): -0.490, atom 4 (O): -0.245, atom 5 (O): -0.237, atom 6 (H): 0.146, atom 7 (H): 0.137

***

13.
Here is 2 unconnected molecules or ions with the total composition C2H2O3S from the OMol25 dataset. Energies are from wB97M-V/def2-TZVPD.

```
8
Properties=species:S:1:pos:R:3
C 1.26 1.24 -0.58
C 1.20 0.08 0.27
O -1.61 -0.44 1.08
O -1.64 -1.09 -1.30
O 0.13 0.85 -0.31
S -1.98 -0.11 -0.29
H 1.29 -0.88 -0.19
H 1.37 0.35 1.33
```

Summary:
- Energy relative to the best compared isomer or geometry (same formula, charge and spin): 487.4 kJ/mol
- LUMO level: -0.800 eV
- Orbital gap: 0.3431 Ha

And the natural (NBO) charges, in e, turn out to be: atom 1 (C): 0.321, atom 2 (C): -0.280, atom 3 (O): -0.854, atom 4 (O): -0.847, atom 5 (O): -0.461, atom 6 (S): 1.677, atom 7 (H): 0.223, atom 8 (H): 0.220

***

14.
Here is a gas-phase ion, C2H2O5P2 (charge -2) from the OMol25 dataset. Energies are from wB97M-V/def2-TZVPD.

```
11
Properties=species:S:1:pos:R:3
C 0.77 -1.60 -1.04
C -1.40 -0.16 1.01
O 0.34 1.07 -0.51
O -0.39 2.14 1.73
O 1.43 -2.55 -1.28
O 0.42 0.28 -2.91
O 1.39 0.37 1.86
P 1.11 0.20 -1.59
P 0.08 0.82 1.22
H -2.20 0.50 1.06
H -1.55 -1.07 0.46
```

Summary:
- Charge: -2
- Energy relative to the best compared isomer or geometry (same formula, charge and spin): 180.1 kJ/mol
- LUMO level (alpha / beta): 6.490 / 6.378 eV
- Orbital gap (alpha / beta): 0.2451 / 0.1686 Ha

And the natural (NBO) charges, in e, turn out to be: atom 1 (C): 0.129, atom 2 (C): -0.835, atom 3 (O): -1.113, atom 4 (O): -1.203, atom 5 (O): -0.606, atom 6 (O): -1.188, atom 7 (O): -1.170, atom 8 (P): 1.345, atom 9 (P): 2.284, atom 10 (H): 0.172, atom 11 (H): 0.183

***

15.
Here is a single C2H2OS molecule from the OMol25 dataset. Energies are from wB97M-V/def2-TZVPD.

```
6
Properties=species:S:1:pos:R:3
C 1.16 -0.24 0.13
C -0.33 -0.38 0.02
H 1.54 0.78 0.03
H -0.68 -1.40 0.14
O 1.88 -1.19 0.33
S -1.30 0.87 -0.23
```

Summary:
- SMILES: O=CC=S
- Energy relative to the best compared isomer or geometry (same formula, charge and spin): 0.2 kJ/mol
- LUMO level: -1.597 eV
- Orbital gap: 0.2926 Ha

And the natural (NBO) charges, in e, turn out to be: atom 1 (C): 0.361, atom 2 (C): -0.392, atom 3 (H): 0.127, atom 4 (H): 0.213, atom 5 (O): -0.472, atom 6 (S): 0.163

***

16.
Here is a molecular structure, C2H2P2S from the OMol25 dataset. Energies are from wB97M-V/def2-TZVPD.

```
7
Properties=species:S:1:pos:R:3
C 0.65 -0.46 -1.15
C -0.81 0.75 0.83
P 1.46 -1.48 -0.07
P -0.75 0.58 -0.88
S 0.08 -0.15 1.95
H 0.98 -0.48 -2.10
H -1.62 1.25 1.42
```

Summary:
- Energy relative to the best compared isomer or geometry (same formula, charge and spin): 167.0 kJ/mol
- LUMO level (alpha / beta): -1.249 / -1.250 eV
- Orbital gap (alpha / beta): 0.2535 / 0.2534 Ha

And the natural (NBO) charges, in e, turn out to be: atom 1 (C): -1.016, atom 2 (C): -0.782, atom 3 (P): 0.638, atom 4 (P): 0.589, atom 5 (S): 0.072, atom 6 (H): 0.234, atom 7 (H): 0.264

***

17.
Here is a molecular structure, C2H2S from the OMol25 dataset. Energies are from wB97M-V/def2-TZVPD.

```
5
Properties=species:S:1:pos:R:3
C -1.03 -0.02 -0.58
C 0.54 0.49 0.37
S -0.33 -0.71 0.97
H -0.65 -0.70 -1.37
H 1.48 0.94 0.61
```

Summary:
- Energy relative to the best compared isomer or geometry (same formula, charge and spin): 436.4 kJ/mol
- LUMO level: -0.964 eV
- Orbital gap: 0.2674 Ha

And the natural (NBO) charges, in e, turn out to be: atom 1 (C): -0.513, atom 2 (C): -0.317, atom 3 (S): 0.481, atom 4 (H): 0.122, atom 5 (H): 0.227

***

18.
Here is a single C2H2S2 molecule from the OMol25 dataset. Energies are from wB97M-V/def2-TZVPD.

```
6
Properties=species:S:1:pos:R:3
C -2.01 0.22 0.05
C -0.32 0.22 0.00
S -3.31 -0.74 -0.05
S -1.31 1.77 0.00
H 0.18 0.09 1.04
H -0.04 0.16 -1.06
```

Summary:
- SMILES: S=C1CS1
- Energy relative to the best compared isomer or geometry (same formula, charge and spin): 109.1 kJ/mol
- LUMO level: -0.285 eV
- Orbital gap: 0.3062 Ha

And the natural (NBO) charges, in e, turn out to be: atom 1 (C): -0.334, atom 2 (C): -0.558, atom 3 (S): 0.088, atom 4 (S): 0.288, atom 5 (H): 0.264, atom 6 (H): 0.252

***

19.
Here is a molecular structure, C2H2S5 from the OMol25 dataset. Energies are from wB97M-V/def2-TZVPD.

```
9
Properties=species:S:1:pos:R:3
C 0.51 1.01 0.01
C -0.08 -0.73 0.55
S 2.15 1.21 -0.30
S 0.84 -1.70 -0.51
S 2.58 -0.88 -0.03
S -0.59 2.20 -0.02
S -1.80 -0.83 0.54
H -1.63 1.26 0.47
H -1.98 -1.53 -0.72
```

Summary:
- Energy relative to the best compared isomer or geometry (same formula, charge and spin): 192.8 kJ/mol
- LUMO level (alpha / beta): -0.176 / -1.874 eV
- Spin multiplicity: 3
- Orbital gap (alpha / beta): 0.2227 / 0.2519 Ha

And the natural (NBO) charges, in e, turn out to be: atom 1 (C): -0.616, atom 2 (C): -0.392, atom 3 (S): 0.242, atom 4 (S): 0.274, atom 5 (S): -0.016, atom 6 (S): 0.115, atom 7 (S): 0.096, atom 8 (H): 0.147, atom 9 (H): 0.150

***

20.
Here is 14 unconnected molecules or ions with the total composition C2H34N2O13 from the OMol25 dataset. Energies are from wB97M-V/def2-TZVPD.

```
51
Properties=species:S:1:pos:R:3
C 1.08 -2.32 -1.72
N 0.74 -1.16 -0.90
C 0.29 -0.01 -1.65
N 1.46 0.75 -2.18
H 0.83 -3.27 -1.24
H 0.48 -2.40 -2.64
H 2.12 -2.20 -2.02
H 0.39 -1.41 0.02
H -0.23 0.68 -0.99
H -0.34 -0.22 -2.51
H 2.30 0.57 -1.63
H 1.65 0.33 -3.08
H -3.49 0.19 -0.30
H -3.48 1.62 -1.15
O -3.77 0.69 -1.11
H 1.03 3.72 -2.13
H 1.81 2.97 -1.14
O 1.22 3.76 -1.18
H 2.23 0.55 3.69
H 2.38 0.30 2.17
O 1.71 0.30 2.90
H -2.65 0.07 -2.28
H -3.05 -0.31 -3.70
O -2.28 -0.24 -3.15
H -1.66 -2.79 2.02
H -0.86 -1.49 2.51
O -0.87 -2.25 1.91
H 5.21 -0.99 0.13
H 3.44 -1.14 0.16
O 4.31 -0.80 -0.13
H -1.86 3.20 -2.28
H -1.77 3.11 -0.69
O -2.36 3.27 -1.47
H 0.73 -3.19 2.53
H 1.91 -2.40 2.38
O 1.62 -3.15 2.93
H -3.70 -2.91 1.51
H -3.38 -3.87 0.29
O -3.16 -3.66 1.22
H 0.12 0.46 2.36
H -0.52 1.24 1.22
O -0.76 0.81 2.06
H 3.56 2.43 1.07
H 3.18 0.93 0.63
O 3.63 1.49 1.29
H -2.54 0.34 1.64
H -2.08 -1.05 1.10
O -2.87 -0.50 1.27
H 0.15 3.29 0.42
H -1.14 3.65 1.23
O -0.75 3.00 0.63
```

Summary:
- Charge: -1
- LUMO level (alpha / beta): 2.450 / 2.396 eV
- Spin multiplicity: 2
- Orbital gap (alpha / beta): 0.0906 / 0.3027 Ha

And the natural (NBO) charges, in e, turn out to be: atom 1 (C): -0.432, atom 2 (N): -0.712, atom 3 (C): -0.091, atom 4 (N): -0.896, atom 5 (H): 0.199, atom 6 (H): 0.175, atom 7 (H): 0.184, atom 8 (H): 0.395, atom 9 (H): 0.166, atom 10 (H): 0.212, atom 11 (H): 0.357, atom 12 (H): 0.342, atom 13 (H): 0.512, atom 14 (H): 0.511, atom 15 (O): -1.028, atom 16 (H): 0.468, atom 17 (H): 0.456, atom 18 (O): -1.052, atom 19 (H): 0.478, atom 20 (H): 0.469, atom 21 (O): -1.071, atom 22 (H): 0.502, atom 23 (H): 0.460, atom 24 (O): -0.998, atom 25 (H): 0.505, atom 26 (H): 0.502, atom 27 (O): -0.998, atom 28 (H): 0.495, atom 29 (H): 0.484, atom 30 (O): -1.077, atom 31 (H): 0.473, atom 32 (H): 0.504, atom 33 (O): -1.012, atom 34 (H): 0.482, atom 35 (H): 0.455, atom 36 (O): -0.971, atom 37 (H): 0.495, atom 38 (H): 0.488, atom 39 (O): -0.973, atom 40 (H): 0.500, atom 41 (H): 0.485, atom 42 (O): -1.054, atom 43 (H): 0.410, atom 44 (H): 0.412, atom 45 (O): -1.165, atom 46 (H): 0.514, atom 47 (H): 0.500, atom 48 (O): -1.019, atom 49 (H): 0.502, atom 50 (H): 0.481, atom 51 (O): -1.028